1.
Below is C30H37N5O5S3Zr as an isolated structure at a distorted geometry, with properties calculated with the ωB97M-V functional and the def2-TZVPD basis.

Structure (XYZ):
```
81
C30H37N5O5S3Zr, DFT the ωB97M-V functional and the def2-TZVPD basis
Zr -1.0629 -0.7792 0.1656
S -1.3191 1.0766 -2.7590
S -1.9667 -4.1519 -2.8698
S -2.6786 -2.7315 -0.3259
O -1.3553 -0.7384 2.1380
O -3.2783 0.2969 -0.1738
O -0.3621 -2.6643 -1.3827
O 1.0790 -0.8786 0.3481
O -0.9509 -0.0796 -1.7785
N 0.1775 -2.7017 1.2253
N -0.8426 -4.5429 2.0960
N -1.0758 1.3011 0.7184
N 2.4693 -2.2717 1.5164
N -0.2406 1.7658 1.5683
C -1.7252 3.5950 0.0086
C 0.2524 1.8769 -3.1674
C 2.1569 2.5294 2.9089
C -4.1334 2.4798 -0.8764
C 1.2266 1.8932 -1.9929
C -0.9280 -0.9989 -4.6736
C 1.5246 -4.2296 2.4690
C 3.5999 -1.3603 1.2947
C -1.5997 -3.2265 -1.6009
C 3.1880 2.9682 3.7067
C 1.6573 0.7975 4.5325
C 0.7942 -3.1654 -2.0743
C -3.8900 3.8413 -1.0056
C 0.2805 0.9408 2.5067
C 1.3713 1.4402 3.3128
C -0.1730 -0.7838 4.1843
C 1.2486 -1.9550 1.0219
C -3.1560 1.6774 -0.3180
C -0.4268 -0.2241 2.9079
C 0.2623 -3.8343 1.9313
C 2.7202 1.2628 5.3304
C 2.2999 2.9582 -2.2025
C -1.9573 2.2307 0.1174
C -2.6932 4.3987 -0.5686
C 0.3187 -0.7426 -5.5177
C 0.8403 -0.2973 4.9499
C -4.6343 -0.1616 0.0695
C 2.5834 -3.4242 2.2420
C -1.7544 0.2270 -4.2879
C 3.4760 2.3324 4.9236
H -5.0698 2.0639 -1.2191
H -4.5693 -1.1386 0.5305
H 1.6339 -5.1394 3.0390
H 1.0434 -0.7493 5.9138
H 4.4631 -1.7490 1.8264
H -0.7989 4.0052 0.3867
H -4.6492 4.4709 -1.4488
H 4.2884 2.6913 5.5400
H 3.8218 -1.2958 0.2320
H 0.6717 1.3892 -4.0423
H 1.8664 3.9584 -2.1728
H 3.7838 3.8156 3.3944
H 0.6526 -1.6750 -5.9712
H 3.3491 -0.3712 1.6730
H -0.0430 2.8926 -3.4423
H -2.7970 -0.0477 -4.1167
H -1.6049 -1.6499 -5.2279
H -1.7415 1.0188 -5.0430
H -1.6890 -4.2424 1.6283
H -0.6799 -1.5515 -3.7680
H -0.8367 -5.4140 2.5990
H 0.6929 2.0918 -1.0610
H 2.9260 0.7698 6.2723
H 1.0432 -2.5111 -2.9077
H 0.5981 -4.1685 -2.4410
H 3.0597 2.8949 -1.4245
H 1.6812 0.9067 -1.8898
H -5.1278 0.5381 0.7406
H 1.6098 -3.1713 -1.3527
H -0.7912 -1.6100 4.5094
H 1.9421 3.0208 1.9693
H -5.1708 -0.2418 -0.8734
H -2.5254 5.4624 -0.6617
H 2.8002 2.8377 -3.1642
H 1.1574 -0.3582 -4.9362
H 0.1157 -0.0432 -6.3300
H 3.5711 -3.6468 2.6204
```

Orbital gap (eV): 6.7
LUMO energy (eV): -6.3
Net charge: +2

2.
Below is the molecule C3H6I2Si, with properties calculated with the ωB97M-V functional and the def2-TZVPD basis.

Structure (XYZ):
```
12
C3H6I2Si, DFT the ωB97M-V functional and the def2-TZVPD basis
I 1.2428 1.4425 -2.4605
I -1.2489 -1.7203 -2.3224
Si 0.0614 -0.1258 -0.9395
C -1.0683 1.0136 1.3930
C 1.3508 -1.0918 0.0433
C -1.1576 0.8644 0.0823
H -1.7839 1.5909 1.9565
H 1.9881 -1.6722 -0.6183
H -1.9736 1.3352 -0.4508
H -0.2735 0.5647 1.9671
H 1.9873 -0.4213 0.6134
H 0.8753 -1.7799 0.7361
```

Orbital gap (eV): 9.8
LUMO energy (eV): 0.4
SMILES string: C=C[Si](C)(I)I

3.
Below is a 2-piece molecular cluster, C15H18O overall at a distorted geometry, with properties calculated with the ωB97M-V functional and the def2-TZVPD basis.

Structure (XYZ):
```
34
C15H18O, DFT the ωB97M-V functional and the def2-TZVPD basis
O 0.2193 -1.4243 2.8418
C -4.2467 0.5690 0.2364
C 1.4262 0.4843 -4.3844
C 2.6887 0.7308 0.6007
C -1.7509 0.4365 0.4231
C -2.0050 -0.7743 2.9037
C 1.6608 0.0237 -1.9025
C 1.0554 -0.4262 -3.1955
C -0.7473 -0.6779 2.2097
C -2.9971 0.1645 0.9184
C 2.8722 -0.5888 0.0814
C 2.3316 -0.9602 -1.1061
C 1.5620 1.3153 -1.4339
C 1.9643 1.6373 -0.1227
C -3.1061 -0.3069 2.2645
C -0.5996 -0.2083 0.9317
H 3.0550 0.7674 1.6333
H 1.6099 2.5636 0.3146
H 0.9327 -1.7125 2.2510
H 2.4394 0.3856 -4.7638
H 0.9249 2.0364 -1.9619
H -0.0367 -0.5130 -3.1386
H -4.1134 -0.3305 2.6747
H -1.9369 -1.1945 3.9008
H -5.1453 0.4595 0.8642
H 1.6767 1.5255 -4.1137
H 3.4755 -1.2322 0.7021
H -4.2328 1.5762 -0.1317
H -1.7729 0.9955 -0.5056
H 0.3278 0.0339 0.4823
H -4.5571 -0.1690 -0.5454
H 2.5073 -1.9917 -1.4110
H 0.7129 0.4577 -5.1878
H 1.4687 -1.3982 -3.4954
```

Orbital gap (eV): 8.8
LUMO energy (eV): 0.8
SMILES string: Cc1ccc(O)cc1.CCc1ccccc1

4.
Below is the molecule C7H7N at a distorted geometry, with properties calculated with the ωB97M-V functional and the def2-TZVPD basis.

Structure (XYZ):
```
15
C7H7N, DFT the ωB97M-V functional and the def2-TZVPD basis
N 2.9350 -1.1722 0.6360
C -0.9604 0.7322 -1.2330
C -0.6513 -0.6270 -1.4849
C 0.2930 -1.2774 -0.7122
C 1.8761 -1.3310 1.2425
C -0.4816 1.3638 -0.1408
C 0.7104 -0.7283 0.4807
C 0.2341 0.6145 0.9213
H -0.6101 2.4268 -0.0024
H 1.0525 1.2112 1.3336
H -1.1109 -1.1333 -2.3215
H 0.6664 -2.2500 -1.0031
H 1.7028 -1.7777 2.2267
H -1.5435 1.2665 -1.9698
H -0.4541 0.4461 1.7685
```

Orbital gap (alpha / beta) (eV): 8.6 / 7.1
LUMO energy (alpha / beta) (eV): -0.4 / -0.1